Entry 1:
This record from OMol25 describes an isolated ion of composition C3H9N2O and charge +2 in a non-equilibrium geometry. The level of theory is ωB97M-V/def2-TZVPD.

Its charge is +2. For the LUMO energy (spin up / spin down), the calculation gives -9.26 / -13.88 eV. The HOMO-LUMO gap (spin up / spin down) is 12.0 / 7.2 eV. As for the highest occupied orbital energy (spin up / spin down): -21.24 / -21.09 eV. As for the spin multiplicity: 2.

CARTESIAN COORDINATES (ANGSTROEM)
N  1.23  -0.47  1.95
C  -0.02  -0.99  1.24
C  -0.06  0.07  -0.09
N  -0.51  -0.39  -1.31
C  -1.04  0.64  -2.15
O  0.14  1.24  0.24
H  2.09  -1.01  1.66
H  1.11  0.55  1.73
H  1.16  -0.67  2.98
H  -1.08  -1.13  1.65
H  0.49  -1.93  0.74
H  -0.05  -1.02  -1.87
H  -1.39  0.32  -3.11
H  -1.65  1.38  -1.72
H  -0.12  1.26  -2.43


Entry 2:
This record from OMol25 describes a 2-piece molecular cluster, C3H9N2O2 overall. The level of theory is ωB97M-V/def2-TZVPD.

Its charge is -1. For the LUMO energy, the calculation gives 4.12 eV. The HOMO-LUMO gap is 7.3 eV. As for the highest occupied orbital energy: -3.20 eV. As for the spin multiplicity: 1.

CARTESIAN COORDINATES (ANGSTROEM)
O  2.42  -1.06  -0.98
C  1.74  -0.23  -0.42
C  1.02  0.88  -1.15
N  0.37  1.78  -0.22
H  1.66  -0.20  0.68
H  1.78  1.38  -1.76
H  0.32  0.38  -1.84
H  0.26  2.70  -0.63
H  -0.62  1.37  -0.01
N  -1.18  -1.61  0.96
C  -1.70  -0.24  1.30
O  -1.95  0.46  0.18
H  -1.50  -2.30  1.63
H  -1.62  -1.83  0.07
H  -2.59  -0.37  1.95
H  -0.91  0.23  1.92


Entry 3:
This record from OMol25 describes a 2-piece molecular cluster, C3H9N2O2 overall in a non-equilibrium geometry. The level of theory is ωB97M-V/def2-TZVPD.

Its charge is +1. For the LUMO energy, the calculation gives -5.55 eV. The HOMO-LUMO gap is 9.2 eV. As for the highest occupied orbital energy: -14.72 eV. As for the spin multiplicity: 1.

CARTESIAN COORDINATES (ANGSTROEM)
C  -1.72  -0.46  -0.32
C  0.00  0.90  -1.44
C  -0.82  0.69  -0.28
N  1.71  0.03  0.76
N  0.65  -0.23  1.25
O  2.94  -0.51  0.96
O  0.49  -1.18  2.15
H  -1.56  -1.22  -1.18
H  -1.61  -1.03  0.56
H  -2.81  -0.13  -0.39
H  -0.55  1.70  -1.88
H  0.00  -0.01  -2.08
H  1.02  1.37  -1.35
H  -0.76  1.50  0.50
H  3.48  -0.07  0.31
H  -0.45  -1.34  2.41


Entry 4:
This record from OMol25 describes a 3-piece molecular cluster, C3H9N2O2 overall in a non-equilibrium geometry. The level of theory is ωB97M-V/def2-TZVPD.

Its charge is +1. For the LUMO energy, the calculation gives -3.36 eV. The HOMO-LUMO gap is 10.6 eV. As for the highest occupied orbital energy: -13.95 eV. As for the spin multiplicity: 1.

CARTESIAN COORDINATES (ANGSTROEM)
C  0.10  -1.19  0.60
C  -0.89  -1.28  1.65
N  -1.79  -0.28  1.44
C  -1.43  0.52  0.35
N  -0.32  -0.11  -0.19
H  0.93  -1.70  0.41
H  -0.93  -2.00  2.46
H  -2.50  -0.01  2.13
H  -2.01  1.32  -0.09
H  0.27  0.39  -0.99
H  1.97  0.92  -2.63
H  1.85  -0.49  -2.86
O  1.31  0.27  -2.67
H  2.65  1.53  -0.15
H  1.32  1.75  0.46
O  1.76  1.31  -0.21


Entry 5:
This record from OMol25 describes a 2-piece molecular cluster, C3H9N2O2 overall in a non-equilibrium geometry. The level of theory is ωB97M-V/def2-TZVPD.

Its charge is +1. For the LUMO energy, the calculation gives -2.90 eV. The HOMO-LUMO gap is 10.6 eV. As for the highest occupied orbital energy: -13.49 eV. As for the spin multiplicity: 1.

CARTESIAN COORDINATES (ANGSTROEM)
C  2.08  0.09  0.13
C  -1.27  0.58  0.81
C  -2.24  -0.10  0.21
N  3.29  -0.26  -0.12
N  0.98  -0.19  -0.48
O  -3.05  0.30  -0.80
O  -2.48  -1.43  0.47
H  1.90  0.55  1.14
H  -1.06  1.60  0.56
H  -0.61  0.37  1.65
H  4.12  0.04  0.40
H  3.42  -0.27  -1.14
H  -0.10  0.00  0.06
H  0.87  -0.60  -1.45
H  -3.07  1.22  -1.13
H  -2.78  -1.90  -0.29


Entry 6:
This record from OMol25 describes a 2-piece molecular cluster, C3H9N2O2 overall. The level of theory is ωB97M-V/def2-TZVPD.

Its charge is +2. For the LUMO energy (spin up / spin down), the calculation gives -9.51 / -14.05 eV. The HOMO-LUMO gap (spin up / spin down) is 9.4 / 4.8 eV. As for the highest occupied orbital energy (spin up / spin down): -18.88 / -18.88 eV. As for the spin multiplicity: 2.

CARTESIAN COORDINATES (ANGSTROEM)
O  0.02  -2.27  -2.62
C  -0.72  -1.29  -2.57
O  -1.48  -1.06  -1.56
H  -0.71  -0.61  -3.44
H  -1.76  -0.12  -1.63
C  -0.18  2.08  1.09
N  1.11  -1.37  1.08
C  0.35  -0.31  1.20
N  0.70  0.90  0.88
H  0.46  2.95  1.22
H  -0.74  1.90  2.01
H  -0.84  2.22  0.24
H  2.10  -1.35  0.85
H  0.72  -2.30  1.12
H  -0.64  -0.44  1.64
H  1.62  1.08  0.50


Entry 7:
This record from OMol25 describes one molecule with the formula C3H9N2O2P in a non-equilibrium geometry. The level of theory is ωB97M-V/def2-TZVPD.

For the LUMO energy, the calculation gives 0.41 eV. The SMILES is CP(C)(=O)NC(N)=O. The HOMO-LUMO gap is 9.9 eV. As for the highest occupied orbital energy: -9.44 eV. As for the spin multiplicity: 1.

CARTESIAN COORDINATES (ANGSTROEM)
C  1.17  -1.64  -0.12
P  0.78  -0.17  0.95
C  -0.82  -0.64  1.72
O  1.79  0.17  1.92
N  0.59  1.07  -0.29
C  -0.86  1.27  -1.39
N  -0.62  2.41  -2.02
O  -1.81  0.57  -1.22
H  0.74  -1.45  -1.17
H  2.21  -1.72  -0.11
H  0.67  -2.49  0.33
H  -1.41  -0.85  0.86
H  -0.35  -1.30  2.39
H  -0.99  0.32  2.28
H  0.74  1.85  0.22
H  0.40  2.72  -2.06
H  -1.36  2.83  -2.59


Entry 8:
This record from OMol25 describes a 2-piece molecular cluster, C3H9N2O2S overall. The level of theory is ωB97M-V/def2-TZVPD.

Its charge is -1. For the LUMO energy, the calculation gives 3.22 eV. The HOMO-LUMO gap is 7.7 eV. As for the highest occupied orbital energy: -4.47 eV. As for the spin multiplicity: 1.

CARTESIAN COORDINATES (ANGSTROEM)
N  0.50  -2.99  1.84
C  0.12  -2.05  0.84
O  -0.74  -1.21  1.17
O  0.73  -2.16  -0.26
H  -0.20  -3.12  2.55
H  0.91  -3.83  1.46
C  -0.70  0.94  -1.41
C  0.47  1.51  -0.62
S  -0.11  2.97  0.31
N  -0.21  -0.18  -2.20
H  -1.48  0.66  -0.69
H  -1.09  1.71  -2.07
H  0.83  0.75  0.06
H  1.26  1.80  -1.30
H  1.04  3.23  0.95
H  0.10  -0.94  -1.58
H  -0.95  -0.53  -2.79


Entry 9:
This record from OMol25 describes a 3-piece molecular cluster, C3H9N2O2S overall in a non-equilibrium geometry. The level of theory is ωB97M-V/def2-TZVPD.

Its charge is +1. For the LUMO energy, the calculation gives -5.99 eV. The HOMO-LUMO gap is 7.7 eV. As for the highest occupied orbital energy: -13.74 eV. As for the spin multiplicity: 1.

CARTESIAN COORDINATES (ANGSTROEM)
C  0.65  -0.10  1.95
C  2.12  0.21  1.96
C  -1.43  -0.55  -2.10
N  -1.67  0.20  -1.05
N  -1.97  -0.77  -3.25
O  0.28  -0.60  3.11
O  -0.03  0.04  0.92
S  0.47  -2.18  -1.49
H  2.46  0.68  0.90
H  2.30  0.97  2.75
H  2.63  -0.78  2.21
H  -1.02  0.23  -0.29
H  -2.16  1.10  -1.11
H  -1.34  -1.36  -3.94
H  -0.70  -0.91  3.15
H  -2.64  -0.16  -3.70
H  0.98  -1.00  -1.86


Entry 10:
This record from OMol25 describes a 2-piece molecular cluster, C3H9N2O3 overall in a non-equilibrium geometry. The level of theory is ωB97M-V/def2-TZVPD.

Its charge is -1. For the LUMO energy, the calculation gives 3.94 eV. The HOMO-LUMO gap is 7.7 eV. As for the highest occupied orbital energy: -3.77 eV. As for the spin multiplicity: 1.

CARTESIAN COORDINATES (ANGSTROEM)
O  -0.17  0.46  -1.91
C  -0.61  -0.33  -1.07
N  0.01  -1.27  -0.35
C  1.44  -1.29  -0.30
O  1.77  -0.54  0.90
C  -2.10  -0.13  -0.52
N  -2.25  1.17  0.21
H  1.83  2.09  1.77
H  2.15  -0.82  -1.05
H  1.70  -2.36  -0.13
H  -2.40  -1.05  0.00
H  -2.74  -0.07  -1.47
H  -1.78  0.97  1.09
H  -1.77  1.87  -0.38
H  0.87  0.96  1.48
H  1.41  -1.04  1.66
O  1.37  1.37  2.20


Entry 11:
This record from OMol25 describes one molecule with the formula C3H9N2OS in a non-equilibrium geometry. The level of theory is ωB97M-V/def2-TZVPD.

For the LUMO energy (spin up / spin down), the calculation gives 0.77 / 0.70 eV. The HOMO-LUMO gap (spin up / spin down) is 5.3 / 9.5 eV. As for the highest occupied orbital energy (spin up / spin down): -4.51 / -8.84 eV. As for the spin multiplicity: 2.

CARTESIAN COORDINATES (ANGSTROEM)
N  1.56  -0.85  0.14
C  0.22  -0.58  0.56
C  -0.87  -1.03  -0.51
S  -0.71  0.02  -1.94
C  0.09  0.97  0.70
N  -1.00  1.70  0.74
O  1.16  1.82  0.48
H  1.97  -1.62  0.65
H  2.01  -0.80  -0.80
H  2.03  1.11  0.27
H  0.06  -1.14  1.53
H  -0.70  -2.12  -0.60
H  -1.79  -0.85  0.05
H  -1.13  -0.65  -3.03
H  -0.92  2.79  0.77
H  -1.99  1.23  0.98


Entry 12:
This record from OMol25 describes a 2-piece molecular cluster, C3H9N2OS overall in a non-equilibrium geometry. The level of theory is ωB97M-V/def2-TZVPD.

For the LUMO energy (spin up / spin down), the calculation gives 0.69 / -2.59 eV. The HOMO-LUMO gap (spin up / spin down) is 10.0 / 6.6 eV. As for the highest occupied orbital energy (spin up / spin down): -9.34 / -9.21 eV. As for the spin multiplicity: 2.

CARTESIAN COORDINATES (ANGSTROEM)
C  -0.91  -1.83  1.80
N  -1.32  -0.55  1.91
O  0.01  -2.21  1.10
H  -1.47  -2.56  2.41
H  -2.18  -0.42  2.41
H  -0.96  0.16  1.24
C  1.42  -0.03  -1.17
C  1.18  1.40  -0.67
S  -0.52  1.67  -0.14
N  0.64  -0.36  -2.38
H  1.11  -0.71  -0.38
H  2.47  -0.19  -1.42
H  1.37  2.13  -1.47
H  1.94  1.61  0.10
H  0.96  0.23  -3.14
H  -0.33  -0.10  -2.19


Entry 13:
This record from OMol25 describes a 2-piece molecular cluster, C3H9N2S overall. The level of theory is ωB97M-V/def2-TZVPD.

Its charge is -1. For the LUMO energy, the calculation gives 3.78 eV. The HOMO-LUMO gap is 6.2 eV. As for the highest occupied orbital energy: -2.39 eV. As for the spin multiplicity: 1.

CARTESIAN COORDINATES (ANGSTROEM)
C  0.50  1.92  -1.41
C  0.93  1.04  -0.52
N  0.64  1.17  0.87
N  0.71  1.71  -2.83
H  -0.06  2.79  -1.12
H  1.45  0.15  -0.86
H  1.49  1.07  1.41
H  0.02  0.39  1.12
H  0.72  2.59  -3.31
H  -0.06  1.18  -3.22
C  -1.28  -2.89  2.08
S  -1.12  -1.70  0.69
H  -2.32  -3.23  2.16
H  -0.64  -3.76  1.92
H  -0.98  -2.43  3.02


Entry 14:
This record from OMol25 describes an isolated ion of composition C3H9N2S and charge -1 in a non-equilibrium geometry. The level of theory is ωB97M-V/def2-TZVPD.

Its charge is -1. For the LUMO energy, the calculation gives 4.14 eV. The SMILES is NC[C@@H](N)C[S-]. The HOMO-LUMO gap is 6.7 eV. As for the highest occupied orbital energy: -2.59 eV. As for the spin multiplicity: 1.

CARTESIAN COORDINATES (ANGSTROEM)
N  2.60  0.46  -1.11
C  1.35  -0.27  -1.23
C  0.46  0.00  0.01
N  0.21  1.45  0.11
C  -0.86  -0.75  -0.21
S  -1.99  -0.51  1.27
H  3.03  0.28  -0.20
H  2.33  1.42  -0.86
H  0.83  -0.20  -2.19
H  1.47  -1.36  -1.25
H  0.98  -0.44  0.90
H  -0.48  1.42  0.89
H  -0.33  1.75  -0.70
H  -0.59  -1.77  -0.34
H  -1.44  -0.35  -1.08


Entry 15:
This record from OMol25 describes a 2-piece molecular cluster, C3H9N2S overall. The level of theory is ωB97M-V/def2-TZVPD.

Its charge is -1. For the LUMO energy, the calculation gives 4.09 eV. The HOMO-LUMO gap is 6.8 eV. As for the highest occupied orbital energy: -2.67 eV. As for the spin multiplicity: 1.

CARTESIAN COORDINATES (ANGSTROEM)
C  0.17  1.52  1.34
C  -1.04  1.43  0.40
S  -0.73  0.33  -1.02
N  1.41  1.94  0.67
H  0.33  0.52  1.74
H  -0.01  2.20  2.17
H  -1.31  2.43  0.02
H  -1.91  1.06  0.96
H  1.36  2.92  0.45
H  1.41  1.43  -0.21
C  0.17  -2.79  -1.36
N  0.40  -3.98  -1.00
H  0.96  -2.05  -1.30
H  -0.78  -2.42  -1.74
H  -0.44  -4.55  -1.13


Entry 16:
This record from OMol25 describes an isolated ion of composition C3H9N2S and charge +1 in a non-equilibrium geometry. The level of theory is ωB97M-V/def2-TZVPD.

Its charge is +1. For the LUMO energy (spin up / spin down), the calculation gives -4.89 / -4.89 eV. The SMILES is N[C@@H](C=S)C[NH3+]. The HOMO-LUMO gap (spin up / spin down) is 8.5 / 8.5 eV. As for the highest occupied orbital energy (spin up / spin down): -13.37 / -13.37 eV. As for the spin multiplicity: 1.

CARTESIAN COORDINATES (ANGSTROEM)
N  -1.56  0.39  -1.18
C  -0.87  0.20  0.02
C  -0.89  -1.25  0.51
S  0.41  -2.33  0.35
C  0.59  0.62  -0.24
N  1.77  0.38  0.69
H  -1.34  -0.25  -1.89
H  -2.55  0.44  -1.09
H  -1.23  0.89  0.81
H  -1.65  -1.72  1.03
H  0.47  1.74  -0.56
H  0.86  0.16  -1.14
H  2.70  0.80  0.45
H  1.79  -0.64  0.56
H  1.51  0.58  1.67


Entry 17:
This record from OMol25 describes one molecule with the formula C3H9N3 in a non-equilibrium geometry. The level of theory is ωB97M-V/def2-TZVPD.

For the LUMO energy, the calculation gives 0.96 eV. The SMILES is [H]/N=C(\N)N(C)C. The HOMO-LUMO gap is 9.6 eV. As for the highest occupied orbital energy: -8.62 eV. As for the spin multiplicity: 1.

CARTESIAN COORDINATES (ANGSTROEM)
H  2.44  -1.40  0.28
N  1.41  -1.39  0.26
C  0.95  -0.23  -0.03
N  1.68  0.94  -0.08
N  -0.38  -0.03  -0.21
C  -1.23  -1.21  -0.16
C  -1.07  1.16  0.26
H  2.69  0.75  -0.09
H  1.48  1.50  -0.91
H  -1.26  -1.64  0.87
H  -0.77  -1.96  -0.78
H  -2.22  -0.92  -0.52
H  -1.32  1.07  1.32
H  -1.99  1.35  -0.32
H  -0.42  2.02  0.11


Number 1: E -303.63532 Ha. Number 2: E -379.68853 Ha. Number 3: E -379.22412 Ha. Number 4: E -379.44563 Ha. Number 5: E -379.40705 Ha. Number 6: E -378.94487 Ha. Number 7: E -721.05779 Ha. Number 8: E -777.97604 Ha. Number 9: E -777.56232 Ha. Number 10: E -454.94727 Ha. Number 11: E -702.51355 Ha. Number 12: E -702.59660 Ha. Number 13: E -627.39689 Ha. Number 14: E -627.42016 Ha. Number 15: E -627.40528 Ha. Number 16: E -627.09786 Ha. Number 17: E -283.96721 Ha.